(P)
# C4H3NO2S

An isolated molecule of C4H3NO2S (the ωB97M-V functional and the def2-TZVPD basis, the OMol25 dataset).

Geometry as XYZ:
```
11
C4H3NO2S | the OMol25 dataset | the ωB97M-V functional and the def2-TZVPD basis
C 1.87215 -0.30962 0.35407
C 0.50907 -0.08695 0.04752
N -0.42697 -0.84861 0.51199
C -1.69290 -0.39626 0.11384
O -2.70010 -1.06755 0.13426
C -1.56886 0.99260 -0.61155
O -2.65512 1.50974 -0.86076
S 0.06489 1.34199 -1.05535
H 2.59435 -0.09102 -0.51063
H 2.05364 0.40441 1.41791
H 1.94985 -1.44873 0.45869
```

The SMILES is CC1=NC(=O)C(=O)S1. For the LUMO energy, the calculation gives -1.1 eV. As for the spin multiplicity: 1.

=====

(Q)
# C4H3NO2S

An isolated molecule of C4H3NO2S (the ωB97M-V functional and the def2-TZVPD basis, the OMol25 dataset).

Geometry as XYZ:
```
11
C4H3NO2S | the OMol25 dataset | the ωB97M-V functional and the def2-TZVPD basis
C 1.51541 0.02817 -1.25219
C 0.49789 -0.12237 -0.41545
S -0.15541 -1.66738 0.04460
C -0.11574 0.99467 0.28876
O 0.32800 2.08337 0.31237
N -1.25336 0.57387 1.03696
C -2.18767 0.33524 1.72327
O -3.19282 0.03073 2.22248
H 1.83009 -0.92922 -1.64899
H 1.99046 0.95031 -1.60636
H 0.74314 -2.27742 -0.70545
```

The SMILES is C=C(S)C(=O)N=C=O. For the LUMO energy, the calculation gives -0.5 eV. As for the spin multiplicity: 1.

=====

Which structure is the least stable? The one labeled (P).

=====

(P)
# C8H9NO3S

A cluster of 2 separate species, C8H9NO3S in total (the ωB97M-V functional and the def2-TZVPD basis, the OMol25 dataset).

Geometry as XYZ:
```
22
C8H9NO3S | the OMol25 dataset | the ωB97M-V functional and the def2-TZVPD basis
C -1.58381 1.25592 -2.47720
C -2.02696 1.30704 -1.13352
C -0.29264 0.83153 -2.71596
C -1.17640 0.97206 -0.10152
C 0.62606 0.68784 -1.65863
C 0.16366 0.68335 -0.27921
C -0.18147 -2.05216 1.19355
C 1.06459 0.27785 0.72684
N 0.91045 0.51129 2.14042
O -0.14660 1.02374 2.63814
O 1.69457 -0.27326 2.78135
O 2.26495 -0.16816 0.37300
S 0.48782 -2.48130 2.65808
H -2.27237 1.27586 -3.28478
H -3.01244 1.57485 -1.03070
H 0.08505 0.71605 -3.81758
H -1.46348 0.99353 1.01563
H 1.58375 0.27985 -1.87386
H -1.23994 -1.72845 1.28673
H 0.24792 -2.19205 0.23777
H 2.57079 -0.64583 1.19115
H 1.69649 -2.84953 2.13030
```

For the LUMO energy (alpha / beta), the calculation gives -1.3 / -0.5 eV. As for the spin multiplicity: 1.

=====

(Q)
# C8H9NO3S

An isolated molecule of C8H9NO3S (the ωB97M-V functional and the def2-TZVPD basis, the OMol25 dataset).

Geometry as XYZ:
```
22
C8H9NO3S | the OMol25 dataset | the ωB97M-V functional and the def2-TZVPD basis
O 2.24919 -1.90957 -0.00038
S 2.17035 -0.48995 0.12089
O 2.12731 0.01351 1.45067
O 3.50114 0.23974 -0.37414
C 0.97408 0.29751 -0.97162
N 0.91642 1.72433 -0.56359
C -0.24439 1.93184 0.39651
C -1.08408 0.72095 -0.00717
C -2.37818 0.36666 0.60942
C -2.78699 -0.92957 0.50498
C -2.00181 -1.90259 -0.09310
C -0.83861 -1.60891 -0.71085
C -0.44529 -0.29369 -0.62521
H 4.27451 0.19979 0.17488
H 1.34571 0.12508 -1.94086
H 1.88750 1.93402 -0.25243
H -0.68625 2.85404 0.08832
H -0.03407 2.00848 1.43363
H -3.00283 1.24678 0.88640
H -3.63995 -1.37015 0.94023
H -2.20194 -2.94085 0.04864
H -0.10180 -2.21745 -1.11521
```

The SMILES is O=S(=O)(O)[C@@H]1NCc2ccccc21. For the LUMO energy, the calculation gives 0.6 eV. As for the spin multiplicity: 1.

=====

Which structure is the least stable? The one labeled (P).

=====

(P)
# C32H29F6MoN8O18P2S4

A structure of composition C32H29F6MoN8O18P2S4 (the ωB97M-V functional and the def2-TZVPD basis, the OMol25 dataset).

Geometry as XYZ:
```
100
C32H29F6MoN8O18P2S4 | the OMol25 dataset | the ωB97M-V functional and the def2-TZVPD basis
Mo 0.33166 -0.13658 -0.25238
O -4.06824 6.36872 -0.11718
N -3.82634 5.46802 -0.92898
O -4.33924 5.45222 -2.05378
C -2.93604 4.46142 -0.52828
C -2.39684 4.58212 0.75462
C -1.43604 3.70502 1.23262
C -0.79234 3.89942 2.48092
C 0.22496 3.05352 2.81092
C 0.55156 1.99132 1.96362
N -0.06764 1.70922 0.81292
C -1.02214 2.59782 0.42982
C -1.57534 2.43392 -0.86108
N -1.10414 1.37692 -1.56618
C -1.60054 1.23792 -2.80958
C -2.55494 2.06582 -3.35818
C -3.03824 3.15072 -2.65348
C -2.53604 3.36822 -1.36418
H -2.70984 5.41122 1.36852
H -1.09354 4.72512 3.10402
H 0.80516 3.17062 3.71272
H 1.39496 1.38552 2.23122
H -1.26534 0.43312 -3.43198
H -2.91514 1.85572 -4.35238
H -3.78534 3.80662 -3.07028
O 4.30196 -3.40578 1.45702
P 3.73666 -1.93778 1.29962
O 4.50926 -0.94188 2.01302
O 2.21146 -2.15758 1.80582
O 3.59966 -1.78318 -0.29218
P 2.40206 -2.49958 -1.10038
O 2.61236 -4.04538 -0.64088
O 2.57236 -2.32918 -2.54058
O 1.06176 -2.13288 -0.48728
H 3.92256 -3.99608 0.79412
H 1.79246 -4.39898 -0.29038
O -3.21504 -2.96228 -3.53838
C -3.72024 -3.01268 -2.29748
C -4.91704 -3.71328 -2.12698
C -5.50624 -3.81648 -0.88508
C -4.91714 -3.20908 0.21732
C -3.73994 -2.50408 0.06842
C -3.11654 -2.39618 -1.18028
C -1.85404 -1.65328 -1.27878
O -1.39794 -0.95058 -0.29868
N -1.17394 -1.68098 -2.39738
N -0.00994 -0.97858 -2.35448
C 0.54046 -0.88098 -3.52878
S -0.42354 -1.47468 -4.87568
C 0.68156 -0.84468 -6.18758
C 1.42236 0.33672 -5.60598
S 2.05946 -0.18908 -3.94128
H -2.36494 -2.48298 -3.52018
H -5.35934 -4.17658 -2.99618
H -6.41904 -4.38398 -0.76958
H -5.37824 -3.29588 1.19012
H -3.26504 -2.03048 0.91602
H 0.04636 -0.57868 -7.03148
H 1.36156 -1.64598 -6.47368
H 0.78216 1.20892 -5.46788
H 2.29126 0.61402 -6.19608
F 2.57496 3.09522 0.48672
C 2.37726 3.42252 -0.77808
F 1.23596 4.13052 -0.81378
F 3.35206 4.24962 -1.15908
S 2.22696 2.02762 -2.06998
O 1.81316 0.82862 -1.33528
O 1.20606 2.51442 -2.94368
N 3.60916 1.98732 -2.76788
S 4.83646 1.81122 -1.74238
O 4.33556 1.55562 -0.43708
O 5.83656 2.81152 -1.91838
C 5.65536 0.27312 -2.44868
F 4.83316 -0.75598 -2.54418
F 6.71696 -0.10288 -1.73838
F 6.09076 0.55972 -3.68368
C -1.57444 0.60872 4.88152
C -1.22164 -0.85868 5.09762
C -0.17864 -1.35568 4.08322
C 0.09686 -2.87518 4.22542
C 0.47246 -3.28018 5.64682
C 1.14236 -0.64118 4.33182
O 1.52246 -0.31838 5.43602
N 1.87746 -0.37228 3.22112
C 1.55676 -0.87448 1.90822
O 1.97966 -0.08228 0.91112
N 0.16596 -0.96128 1.67702
C -0.72634 -1.15268 2.66232
O -1.92704 -1.16968 2.44912
H -2.28404 0.93182 5.63972
H -2.02024 0.75432 3.90122
H -0.68374 1.22692 4.95802
H -2.12124 -1.46558 4.99342
H -0.81044 -0.97398 6.10022
H 0.90486 -3.13578 3.53712
H -0.79844 -3.41428 3.90482
H 1.24266 -2.61748 6.03172
H 0.85196 -4.29938 5.66102
H -0.39394 -3.22268 6.30082
H 2.85196 -0.10228 3.32232
```

Its expectation value of S² is 2.05. Its charge is -1. For the LUMO energy (alpha / beta), the calculation gives 0.4 / 0.1 eV. As for the spin multiplicity: 3.

=====

(Q)
# C32H29F6MoN8O18P2S4

A structure of composition C32H29F6MoN8O18P2S4 (the ωB97M-V functional and the def2-TZVPD basis, the OMol25 dataset).

Geometry as XYZ:
```
100
C32H29F6MoN8O18P2S4 | the OMol25 dataset | the ωB97M-V functional and the def2-TZVPD basis
Mo 0.35397 -0.12926 -0.23337
O -4.05847 6.39318 -0.14942
N -3.79442 5.48284 -0.95654
O -4.29286 5.45770 -2.09999
C -2.90541 4.47804 -0.53943
C -2.38293 4.59821 0.75058
C -1.42864 3.71726 1.23680
C -0.80042 3.90625 2.49437
C 0.20876 3.06263 2.83914
C 0.54913 2.00164 1.99692
N -0.05559 1.72667 0.83990
C -1.00568 2.61571 0.44248
C -1.54069 2.45065 -0.85927
N -1.05845 1.39395 -1.55466
C -1.52770 1.24664 -2.79870
C -2.47245 2.07080 -3.36637
C -2.96847 3.15378 -2.67318
C -2.49128 3.38032 -1.37539
H -2.70327 5.42633 1.36205
H -1.11005 4.73335 3.11825
H 0.77485 3.17930 3.75235
H 1.38255 1.39607 2.27225
H -1.17630 0.44035 -3.40616
H -2.81419 1.85541 -4.36884
H -3.70690 3.80622 -3.10218
O 4.29382 -3.48380 1.54573
P 3.75348 -2.00800 1.37042
O 4.53830 -1.01599 2.08286
O 2.21872 -2.18426 1.85510
O 3.63637 -1.84943 -0.22771
P 2.43304 -2.53414 -1.05689
O 2.60229 -4.07911 -0.58141
O 2.64176 -2.38204 -2.49234
O 1.08352 -2.12871 -0.46447
H 3.90990 -4.07782 0.87801
H 1.76198 -4.41443 -0.24171
O -3.19696 -2.96068 -3.53730
C -3.70209 -2.99526 -2.29493
C -4.90137 -3.68391 -2.11508
C -5.48608 -3.76922 -0.86785
C -4.88873 -3.15581 0.22978
C -3.70784 -2.46298 0.06639
C -3.09335 -2.37470 -1.18760
C -1.83213 -1.64286 -1.29452
O -1.38345 -0.94143 -0.30102
N -1.15868 -1.67857 -2.40211
N 0.02237 -0.97752 -2.37108
C 0.53084 -0.93110 -3.57872
S -0.51047 -1.56045 -4.85388
C 0.53921 -1.01866 -6.23930
C 1.33667 0.16799 -5.75502
S 2.03594 -0.30580 -4.12613
H -2.34038 -2.48834 -3.51631
H -5.35034 -4.15279 -2.98026
H -6.40471 -4.32819 -0.74427
H -5.34599 -3.22770 1.20711
H -3.22244 -1.98154 0.90713
H -0.13139 -0.77327 -7.06173
H 1.18619 -1.84771 -6.52262
H 0.72863 1.06364 -5.62474
H 2.18196 0.39347 -6.40284
F 2.50586 3.08012 0.60464
C 2.31718 3.46263 -0.64424
F 1.14424 4.11029 -0.68586
F 3.26392 4.33535 -0.98033
S 2.24781 2.11390 -1.98535
O 1.86149 0.86426 -1.28024
O 1.22259 2.60726 -2.85097
N 3.64096 2.13745 -2.69319
S 4.98078 1.95165 -1.80108
O 4.65794 1.56925 -0.46387
O 5.92419 2.99677 -2.02712
C 5.75641 0.51234 -2.69123
F 4.95498 -0.53763 -2.75548
F 6.89999 0.15161 -2.11230
F 6.03471 0.90256 -3.94510
C -1.61671 0.59579 4.91878
C -1.27006 -0.88091 5.10743
C -0.22357 -1.37526 4.09794
C 0.03219 -2.90611 4.22780
C 0.38804 -3.35016 5.64602
C 1.10434 -0.66814 4.36830
O 1.47058 -0.35786 5.48563
N 1.86044 -0.39255 3.27089
C 1.55423 -0.88631 1.95178
O 1.98693 -0.08373 0.94868
N 0.16408 -0.96446 1.69235
C -0.75457 -1.15663 2.67002
O -1.95470 -1.16710 2.45249
H -2.33090 0.91012 5.68006
H -2.05774 0.76711 3.93847
H -0.72195 1.21198 5.01454
H -2.17120 -1.48308 4.98727
H -0.86624 -1.01676 6.10925
H 0.84152 -3.16999 3.54458
H -0.86905 -3.42345 3.88900
H 1.16833 -2.71305 6.05851
H 0.74856 -4.37876 5.63929
H -0.48304 -3.29356 6.29744
H 2.83382 -0.12789 3.39286
```

Its expectation value of S² is 2.05. Its charge is -1. For the LUMO energy (alpha / beta), the calculation gives 0.3 / 0.1 eV. As for the spin multiplicity: 3.

=====

Which structure is the least stable? The one labeled (P).

=====

(P)
# C4H4BrN

An isolated molecule of C4H4BrN (the ωB97M-V functional and the def2-TZVPD basis, the OMol25 dataset).

Geometry as XYZ:
```
10
C4H4BrN | the OMol25 dataset | the ωB97M-V functional and the def2-TZVPD basis
N 2.14956 -3.13611 -0.02234
C 1.87946 -2.03389 0.02199
C 1.36927 -0.38118 0.14267
Br 2.97483 0.66078 -0.02707
C 0.20421 -0.09660 -0.76112
C 0.11769 0.11140 0.76224
H -0.12394 -1.00951 -1.32348
H 0.15237 0.83150 -1.43570
H 0.16140 1.05493 1.23754
H -0.39434 -0.54783 1.28491
```

The SMILES is N#CC1(Br)CC1. For the LUMO energy, the calculation gives 0.7 eV. As for the spin multiplicity: 1.

=====

(Q)
# C4H4BrN

An isolated molecule of C4H4BrN (the ωB97M-V functional and the def2-TZVPD basis, the OMol25 dataset).

Geometry as XYZ:
```
10
C4H4BrN | the OMol25 dataset | the ωB97M-V functional and the def2-TZVPD basis
C 0.07319 0.96040 0.78254
C -0.15361 -0.22846 -0.15375
C -1.60864 -0.34732 -0.70140
N -2.67734 -0.26215 -1.10290
C 0.81280 -0.98210 -0.65883
Br 2.63022 -1.11589 0.02166
H -0.47329 1.86933 0.44556
H 1.16122 1.18369 0.84823
H -0.27135 0.69287 1.80231
H 0.50682 -1.77037 -1.28342
```

The SMILES is C/C(C#N)=C\Br. For the LUMO energy, the calculation gives 0.2 eV. As for the spin multiplicity: 1.

=====

(R)
# C4H4BrN

An isolated molecule of C4H4BrN (the ωB97M-V functional and the def2-TZVPD basis, the OMol25 dataset).

Geometry as XYZ:
```
10
C4H4BrN | the OMol25 dataset | the ωB97M-V functional and the def2-TZVPD basis
C 0.20476 0.65554 0.17268
C -0.93529 0.93789 -0.48889
C -1.86896 -0.03748 -0.15082
Br -3.74400 0.09754 0.00908
C -1.15468 -1.11579 -0.07794
N -0.72216 -2.26444 -0.21281
H 1.08106 1.00700 -0.14624
H 0.32556 0.24533 1.23493
H -1.08336 1.61157 -1.34003
H -0.11336 -2.67144 0.49087
```

The SMILES is C=CC(Br)=C=N. For the LUMO energy, the calculation gives 0.6 eV. As for the spin multiplicity: 1.

=====

(S)
# C4H4BrN

An isolated molecule of C4H4BrN (the ωB97M-V functional and the def2-TZVPD basis, the OMol25 dataset).

Geometry as XYZ:
```
10
C4H4BrN | the OMol25 dataset | the ωB97M-V functional and the def2-TZVPD basis
N 1.48464 -1.48060 -0.66912
C 0.90350 -0.49274 -0.24250
C 0.48292 0.71909 0.01136
C -0.92949 0.91110 0.29286
C -1.73408 0.08123 -0.29076
Br -3.60016 -0.11768 -0.18598
H 1.63483 -2.06813 0.13568
H 1.31349 1.42492 0.15417
H -1.43891 1.77870 0.72426
H -1.35514 -0.80198 -0.85951
```

The SMILES is N=C=C/C=C/Br. For the LUMO energy, the calculation gives 0.7 eV. As for the spin multiplicity: 1.

=====

Which structure is the least stable? The one labeled (R).